C4HBr2N2O3S | ωB97M-V/def2-TZVPD

Values from the calculation:
Charge = -1
F_max = 1.11 eV/A
E_LUMO (spin up / spin down) = 2.62 / 2.62 eV
Gap between HOMO and LUMO (spin up / spin down) = 6.75 / 6.74 eV
Multiplicity = 1

Structure (XYZ):
```
13
Properties=species:S:1:pos:R:3:forces:R:3:lowdin_charge:R:1
Br 3.445 1.451 0.423 -0.4 0.0 -0.1 0.5127
Br 0.545 -3.635 0.459 -0.2 0.5 -0.2 0.6034
S 2.132 -1.152 -0.390 -0.3 -0.1 0.0 0.7931
O -1.099 1.921 1.077 -0.2 0.2 0.2 -0.0280
O -2.640 -1.280 -1.023 -0.5 -0.3 -0.6 -0.1405
O -0.329 2.953 -0.693 -0.1 0.3 0.0 0.0034
N -1.828 -0.865 -0.136 0.5 0.6 0.8 -0.1505
N -0.289 2.035 0.133 0.1 -0.1 -0.2 -0.4514
C 1.745 0.545 -0.072 0.5 0.3 0.2 -0.9700
C 0.549 1.009 -0.060 0.1 -0.8 -0.3 -0.1756
C -0.556 -1.042 -0.109 -0.4 0.1 0.0 -0.1765
C 0.513 -1.782 -0.138 0.6 -0.4 0.3 -0.9771
H -2.189 -0.159 0.530 0.2 -0.3 -0.1 0.1570
```
Positions in Å, forces in eV/Å.

C9H14 | ωB97M-V/def2-TZVPD

Values from the calculation:
Charge = 0
F_max = 0.96 eV/A
SMILES string = Cc1ccccc1.CC
E_LUMO = 1.01 eV
Gap between HOMO and LUMO = 10.05 eV
Multiplicity = 1

Structure (XYZ):
```
23
Properties=species:S:1:pos:R:3:forces:R:3:lowdin_charge:R:1
C -2.285 0.792 0.998 -0.2 0.3 0.3 -0.0932
C -1.175 0.262 -1.064 0.2 -0.7 -0.4 -0.2889
C -0.328 1.345 -0.866 -0.3 0.8 0.4 -0.0761
C 2.866 -1.782 1.070 0.3 -0.5 -0.8 -0.1676
C -2.174 -0.003 -0.132 0.2 0.2 0.2 -0.0523
C -0.493 2.164 0.241 -0.1 0.1 0.1 -0.0995
C -1.460 1.893 1.192 0.1 -0.4 -0.2 -0.0958
C 1.749 -0.784 0.830 -0.3 0.4 -0.3 -0.1733
C -0.954 -0.632 -2.261 -0.2 0.3 -0.4 -0.0548
H -1.455 -1.596 -2.236 0.0 -0.1 0.5 0.0743
H -1.539 2.506 2.077 -0.1 0.0 0.1 0.0980
H 2.712 -2.686 0.460 -0.2 0.1 0.4 0.0637
H 0.875 -0.871 1.471 0.0 -0.3 0.2 0.0672
H -1.348 -0.160 -3.157 0.0 0.2 -0.2 0.0773
H -3.035 0.577 1.745 -0.1 -0.1 0.0 0.0982
H 0.107 -0.783 -2.440 0.1 -0.1 0.0 0.0706
H 0.436 1.682 -1.554 0.0 -0.6 -0.3 0.1157
H 2.979 -2.098 2.101 0.1 0.1 0.2 0.0572
H 0.141 3.029 0.363 0.2 0.1 0.0 0.1002
H 1.364 -0.873 -0.183 0.0 -0.1 -0.2 0.0439
H 3.823 -1.408 0.687 -0.1 0.1 0.3 0.0632
H -2.866 -0.830 -0.254 0.2 0.0 -0.1 0.1102
H 2.060 0.256 0.910 0.2 0.0 0.2 0.0618
```
Positions in Å, forces in eV/Å.

C4H11NO2 | ωB97M-V/def2-TZVPD

Values from the calculation:
Charge = 0
F_max = 1.97 eV/A
SMILES string = C[C@](O)(CN)CO
E_LUMO = 0.70 eV
Gap between HOMO and LUMO = 9.81 eV
Multiplicity = 1

Structure (XYZ):
```
18
Properties=species:S:1:pos:R:3:forces:R:3:lowdin_charge:R:1
O -0.281 2.311 0.137 -0.3 -0.8 -0.4 -0.0768
O 0.123 -0.005 1.584 0.1 -0.1 0.3 -0.0069
N -1.397 -1.951 0.243 -0.3 0.0 0.1 0.0063
C 1.742 0.261 -0.207 -0.4 0.0 0.2 -0.0217
C -0.183 -1.443 -0.344 0.8 0.9 0.8 -0.2110
C -0.643 1.013 -0.447 0.4 1.4 0.6 -0.1690
C 0.292 -0.003 0.188 -0.7 -1.2 -1.4 -0.5677
H -0.925 2.972 -0.134 0.0 -0.1 0.0 0.0824
H -0.282 -1.429 -1.432 0.1 0.1 0.0 0.1170
H 0.345 0.880 1.897 -0.1 0.0 0.0 0.0998
H -1.313 -1.919 1.254 -0.1 0.0 -0.1 0.0708
H -2.196 -1.382 -0.017 0.0 -0.1 0.1 0.0603
H 0.621 -2.135 -0.087 0.0 0.0 -0.1 0.1139
H -0.494 1.056 -1.531 -0.1 -0.1 0.1 0.1264
H -1.690 0.793 -0.208 0.2 -0.1 0.0 0.1205
H 2.395 -0.427 0.327 0.0 -0.1 0.0 0.0872
H 2.011 1.282 0.054 0.1 0.1 0.0 0.0816
H 1.876 0.127 -1.277 0.1 0.0 -0.2 0.0869
```
Positions in Å, forces in eV/Å.

C4H9NO2 | ωB97M-V/def2-TZVPD

Values from the calculation:
Charge = 0
F_max = 1.28 eV/A
SMILES string = O=CNCCCO
E_LUMO = 0.71 eV
Gap between HOMO and LUMO = 10.37 eV
Multiplicity = 1

Structure (XYZ):
```
16
Properties=species:S:1:pos:R:3:forces:R:3:lowdin_charge:R:1
O -2.081 0.380 1.457 0.0 0.0 0.1 -0.0717
O 3.562 -1.315 -0.960 0.5 -0.2 0.0 0.0228
N 1.348 -0.899 -0.709 -0.1 -0.3 0.3 0.0165
C -1.917 0.783 0.097 -0.1 -0.2 0.4 -0.2727
C -0.465 0.762 -0.306 0.2 -0.5 0.1 -0.1715
C 2.644 -0.909 -0.297 -0.9 0.7 -0.1 -0.3821
C 0.203 -0.559 0.132 -0.1 0.2 -1.3 -0.1872
H -2.477 0.058 -0.487 -0.1 -0.1 -0.2 0.1163
H -2.368 1.757 -0.034 -0.1 0.3 -0.3 0.1126
H -0.539 -1.358 0.042 0.1 -0.1 0.3 0.1249
H -2.041 1.165 2.010 0.0 0.0 0.1 0.0862
H 1.171 -1.423 -1.547 0.0 0.0 -0.3 0.1383
H 0.549 -0.481 1.144 0.0 -0.1 0.6 0.1080
H 2.726 -0.406 0.682 0.4 -0.2 0.2 0.1331
H -0.381 0.868 -1.393 0.0 0.1 0.1 0.1172
H 0.067 1.576 0.172 0.2 0.4 -0.1 0.1094
```
Positions in Å, forces in eV/Å.

C9H23ClNO3 | ωB97M-V/def2-TZVPD

Values from the calculation:
Charge = +1
F_max = 0.56 eV/A
E_LUMO = -3.77 eV
Gap between HOMO and LUMO = 7.45 eV
Multiplicity = 1

Structure (XYZ):
```
37
Properties=species:S:1:pos:R:3:forces:R:3:lowdin_charge:R:1
Cl -2.367 -0.965 -4.322 -0.1 0.0 -0.3 0.6704
O 2.959 -1.173 3.239 0.0 0.1 0.0 -0.1984
O 2.104 -0.348 -0.295 -0.2 0.0 0.1 -0.1830
O 0.916 0.935 2.268 0.0 -0.1 -0.1 -0.1320
N -4.776 0.852 -3.354 -0.5 0.1 -0.1 0.2005
C 0.764 -0.442 2.590 -0.1 0.1 0.1 -0.1855
C -1.908 1.049 -2.501 -0.3 -0.4 0.2 -0.0881
C -2.666 -0.273 -2.704 0.5 0.2 0.0 -0.7175
C 1.656 -0.904 3.720 0.2 -0.1 -0.1 -0.2115
C 1.877 1.017 0.011 0.2 -0.2 0.0 -0.2045
C 3.879 -1.375 4.291 0.0 0.0 -0.1 -0.1046
C 1.673 -0.668 -1.592 0.1 0.0 0.1 -0.1080
C -4.150 -0.190 -2.480 0.2 -0.5 0.1 -0.1922
C 2.055 1.280 1.490 -0.1 0.1 0.1 -0.1766
H -4.604 -1.138 -2.741 -0.2 -0.1 0.0 0.1292
H -0.272 -0.544 2.922 0.0 0.0 0.0 0.1241
H 2.589 1.632 -0.557 -0.1 0.1 0.0 0.1311
H 2.955 0.792 1.866 0.0 -0.1 -0.1 0.1268
H 4.843 -1.607 3.847 0.0 0.0 0.0 0.0893
H 0.903 -1.072 1.709 0.1 0.0 0.0 0.1211
H -5.681 1.150 -2.980 0.1 0.0 0.0 0.1816
H 3.571 -2.211 4.929 0.0 0.0 0.0 0.0893
H 0.585 -0.525 -1.676 0.0 0.0 -0.1 0.0633
H 1.690 -0.128 4.494 -0.1 0.0 0.0 0.1322
H 2.174 2.357 1.621 0.0 0.0 0.0 0.1300
H 1.905 -1.714 -1.777 0.0 0.0 0.0 0.0940
H -1.272 1.247 -3.351 0.2 0.2 -0.1 0.0776
H -4.948 0.469 -4.288 0.2 0.1 0.0 0.1659
H 3.979 -0.471 4.902 0.0 0.0 0.0 0.0904
H 1.239 -1.822 4.159 -0.1 0.1 0.1 0.1290
H -4.352 0.005 -1.434 -0.2 0.4 0.1 0.1450
H 2.180 -0.052 -2.345 -0.1 0.0 0.0 0.0943
H -2.277 -0.997 -2.002 0.0 -0.3 0.1 0.1059
H 0.855 1.300 -0.280 0.0 0.1 0.0 0.1135
H -2.575 1.889 -2.323 -0.1 0.2 -0.1 0.0731
H -1.313 0.961 -1.602 0.3 0.1 0.1 0.0683
H -4.189 1.684 -3.455 0.1 -0.1 0.0 0.1562
```
Positions in Å, forces in eV/Å.

C40H57N3O21 | ωB97M-V/def2-TZVPD

Values from the calculation:
Charge = 0
F_max = 5.97 eV/A
SMILES string = C[C@H]1COC(=O)O1.C[C@H]1COC(=O)O1.C[C@H]1COC(=O)O1.C[C@H]1COC(=O)O1.C[C@H]1COC(=O)O1.C[C@H]1COC(=O)O1.C[C@H]1COC(=O)O1.c1cc[nH]c1.c1cc[nH]c1.c1cc[nH]c1
E_LUMO = -0.07 eV
Gap between HOMO and LUMO = 8.23 eV
Multiplicity = 1

Structure (XYZ):
```
121
Properties=species:S:1:pos:R:3:forces:R:3:lowdin_charge:R:1
O -8.167 -2.333 -0.300 -3.1 1.6 -0.5 0.0861
O 0.544 2.698 -6.060 -1.1 -1.8 1.2 0.0550
O -3.033 2.260 5.150 -0.5 -0.9 0.0 0.0587
O -5.158 -7.678 -7.817 2.9 -1.4 2.5 0.1030
O -4.785 4.769 -0.172 -1.1 -0.2 0.2 0.0817
O 0.853 4.298 -7.493 -2.4 -0.5 -1.0 0.0560
O -6.565 6.144 -0.047 0.8 -1.6 -1.3 0.1318
O 3.845 1.982 4.588 1.6 2.0 1.0 0.1186
O -3.691 0.067 4.760 0.6 3.3 2.0 0.1057
O 5.598 3.439 4.823 -0.4 -1.1 0.8 0.0828
O -7.438 -2.062 -2.430 0.5 -1.3 3.3 0.1217
O -5.927 5.147 -2.024 -1.3 0.5 0.3 0.0471
O -3.388 0.840 6.882 -1.2 -0.4 -3.6 0.0602
O 8.918 -2.464 -7.001 -1.1 3.7 -2.9 0.0953
O -1.299 3.861 -6.725 2.8 -1.3 -1.4 0.1369
O 9.268 -4.023 -5.742 0.0 -3.7 3.6 0.1007
O 11.119 -3.090 -6.657 -4.9 0.2 0.7 0.0886
O 3.957 3.361 6.346 0.2 -0.2 0.2 0.0904
O -3.233 -8.161 -6.495 -0.1 0.0 -1.1 0.0675
O -6.250 -3.073 -0.744 2.4 -1.3 -0.4 0.0823
O -5.187 -7.886 -5.665 -2.2 1.4 5.4 0.1054
N 1.021 -4.718 7.516 -0.6 0.3 1.7 -0.0386
N 1.049 7.549 1.571 -0.8 1.2 -2.3 0.0325
N 1.369 -0.887 0.494 -0.1 0.4 0.0 0.0067
C 1.975 2.700 -6.099 -0.2 -0.7 -2.8 -0.2529
C 7.603 -2.830 -6.601 -0.5 0.4 -0.2 -0.0856
C -7.309 -2.467 -1.270 0.2 1.2 -2.9 -0.5643
C 0.966 6.226 1.653 0.0 -2.3 2.8 -0.1948
C 2.445 -3.451 6.406 -0.3 -1.1 0.5 -0.1022
C 1.094 -3.738 6.539 1.3 -1.7 0.7 -0.1328
C 1.093 -2.122 -1.314 0.1 0.0 -1.6 -0.1301
C 4.442 2.866 5.191 -1.9 -3.0 -1.7 -0.5401
C 2.222 -4.918 8.195 0.3 0.8 -3.2 -0.1199
C 1.139 5.653 0.454 -0.1 -3.3 0.5 -0.1645
C -1.821 1.359 8.366 1.5 1.9 0.2 -0.0227
C 2.581 1.362 -6.682 -0.4 0.2 0.8 -0.0206
C -7.768 -2.825 0.943 -1.3 -0.8 1.3 -0.2843
C -6.548 -3.628 0.531 -0.7 -0.8 0.8 -0.0923
C 2.111 3.817 -7.166 1.6 0.4 1.2 -0.1316
C 5.973 4.344 5.890 -0.5 1.4 -3.2 -0.2842
C -5.003 4.148 -2.453 0.5 1.2 1.1 -0.0876
C 0.180 -1.560 0.653 0.4 1.5 0.2 -0.1257
C -4.097 4.149 -1.251 1.4 -2.4 2.0 -0.3074
C -2.277 -6.291 -5.274 -1.4 -0.3 -0.8 -0.0077
C -2.409 2.907 6.267 0.2 -1.1 0.0 -0.0577
C -4.284 -7.655 -4.513 -0.9 -2.5 -0.4 -0.0363
C -0.125 3.559 -6.878 -0.2 2.2 2.7 -0.4750
C 7.858 -3.767 -5.489 1.2 -1.4 1.4 -0.2928
C -3.421 1.010 5.517 -0.5 -3.4 -1.6 -0.4760
C 3.173 -4.288 7.372 -1.3 0.8 0.6 -0.1000
C 1.392 6.610 -0.456 -1.2 3.0 -2.1 -0.1255
C 1.874 -1.197 -0.724 1.9 0.6 0.1 -0.1697
C -5.859 5.374 -0.667 -0.7 2.1 0.1 -0.5342
C 7.648 -3.296 -4.065 0.4 0.1 0.4 -0.0171
C 6.252 5.634 5.068 1.3 -0.4 1.4 -0.0124
C -8.979 -3.720 1.443 0.5 0.3 -0.6 -0.0058
C 4.719 4.496 6.642 -0.6 1.4 1.8 -0.1609
C -4.564 -7.916 -6.744 0.0 1.2 -5.9 -0.5938
C -2.853 1.987 7.421 1.0 0.5 2.7 -0.3458
C -0.013 -2.269 -0.499 -2.0 -1.3 1.5 -0.1334
C -3.684 2.708 -0.755 1.2 1.8 -0.2 -0.0029
C 1.094 7.797 0.181 1.8 1.3 0.6 -0.1084
C 9.873 -3.150 -6.458 4.7 -0.4 -1.2 -0.5964
C -2.936 -7.737 -5.163 2.1 2.3 -0.5 -0.2977
H -5.726 -3.727 1.240 0.3 1.1 -0.4 0.1391
H 2.799 -2.761 5.654 0.4 -0.2 0.2 0.0806
H 2.640 1.398 -7.770 -0.1 -0.1 0.1 0.0727
H 3.574 1.151 -6.286 0.3 0.6 -0.1 0.0736
H 7.349 -4.720 -5.628 0.1 0.0 -0.1 0.1542
H 8.310 -2.461 -3.833 -0.5 0.6 -0.3 0.0960
H -7.554 -1.970 1.584 0.0 -0.1 0.2 0.1554
H -9.107 -4.489 0.682 0.4 -0.4 0.2 0.0800
H 1.093 8.251 2.296 -0.3 -0.4 -0.2 0.1502
H -2.770 2.488 -1.307 -0.4 -0.8 -0.6 0.0779
H -3.265 2.730 0.251 -0.4 0.4 0.3 0.0746
H 7.941 -3.975 -3.264 0.0 -0.8 -0.5 0.0865
H -0.945 0.948 7.866 -0.6 -0.9 -0.7 0.0890
H 2.610 3.386 -8.034 0.2 0.7 -0.1 0.1237
H 0.183 -5.195 7.816 0.0 0.5 -0.1 0.1355
H -3.645 2.454 8.006 0.0 0.3 0.1 0.1506
H -0.402 -1.250 1.508 -0.3 -0.6 -0.1 0.1086
H 2.485 2.921 -5.161 -0.8 0.2 0.2 0.1456
H -2.238 -8.423 -4.683 -0.3 -0.2 -0.2 0.1478
H 7.074 5.438 4.379 0.3 0.3 0.4 0.0857
H -5.511 3.203 -2.646 0.1 0.2 -0.3 0.1393
H 0.809 5.645 2.551 0.0 0.5 0.3 0.1103
H 2.064 0.454 -6.371 -0.6 0.2 -0.1 0.0785
H 4.135 5.390 6.424 0.0 0.1 -0.4 0.1374
H -2.286 0.671 9.072 0.1 0.1 -0.2 0.0913
H 4.237 -4.427 7.494 0.0 0.5 0.0 0.0761
H -2.732 3.947 6.314 -0.1 -0.2 0.1 0.1356
H 7.043 -3.405 -7.339 0.4 0.5 -0.7 0.1394
H -6.888 -4.663 0.496 0.0 -0.3 -0.9 0.1227
H 1.260 -2.564 -2.285 0.0 0.0 0.1 0.0951
H 2.815 -0.774 -1.044 -0.1 0.0 0.0 0.1072
H -1.230 2.111 8.888 -0.6 0.5 0.8 0.0778
H 5.452 6.013 4.432 -0.5 -0.6 0.4 0.0930
H -4.367 4.580 -3.226 -0.7 -0.5 -0.7 0.1403
H -3.268 4.844 -1.382 0.5 -0.6 -0.4 0.1546
H 0.200 -3.533 5.968 0.3 0.3 0.0 0.1030
H 6.454 6.385 5.831 0.5 0.5 -0.4 0.0856
H 1.656 -0.064 1.004 0.0 -0.4 0.2 0.1495
H 7.046 -1.937 -6.317 0.1 0.0 -0.1 0.1410
H -0.890 -2.886 -0.623 0.1 -0.1 -0.3 0.0925
H -4.481 1.965 -0.767 0.1 0.1 -0.5 0.0849
H 2.551 4.680 -6.667 0.9 -0.1 -0.7 0.1377
H -4.424 -8.586 -3.964 -0.2 0.4 0.7 0.1330
H 0.943 4.626 0.184 0.5 -0.2 0.4 0.1033
H 6.584 -3.133 -3.893 0.1 0.6 -0.1 0.0902
H -1.778 -5.840 -4.416 -0.1 -0.5 0.2 0.0792
H -1.699 -6.108 -6.180 0.5 -0.8 0.2 0.0804
H 2.298 -5.435 9.140 0.0 -0.3 -0.4 0.0988
H 6.705 3.892 6.559 0.6 0.3 -0.7 0.1631
H 0.977 8.808 -0.181 0.4 0.0 0.0 0.0986
H -8.881 -4.162 2.435 0.4 0.0 -0.1 0.0805
H -9.972 -3.272 1.401 0.3 0.9 0.2 0.0788
H 1.562 6.455 -1.511 -0.2 0.2 0.0 0.0993
H -3.148 -5.680 -5.510 -0.1 0.5 0.3 0.0782
H -1.336 2.835 6.089 0.1 0.2 0.2 0.1327
H -4.511 -6.763 -3.930 -0.2 -0.1 -0.4 0.1411
H 5.026 4.611 7.682 -0.7 -0.5 0.4 0.1400
```
Positions in Å, forces in eV/Å.

Q: Which value of multiplicity does entry 5 give?
A: 1